Entry 1:
The following is a quantum chemistry calculation of a structure of composition C23H19FKN7O4S at a distorted geometry, from OMol25.

```
56
Properties=species:S:1:pos:R:3:forces:R:3:mulliken_charge:R:1
K -1.7580 2.4492 0.2054 1.37 -0.82 -0.36 1.03
O 4.3584 1.4734 2.1069 0.15 0.11 0.00 -0.48
C 3.8480 0.2529 2.4429 -0.07 -0.02 -0.09 1.01
C 4.6172 -0.6342 3.1866 0.13 -0.05 0.08 -0.76
C 4.1188 -1.8699 3.5674 0.12 0.06 -0.01 -0.48
C 2.8309 -2.2211 3.2085 -0.02 -0.24 0.10 -0.64
C 2.0608 -1.3338 2.4790 0.06 0.17 -0.07 -0.15
C 2.5417 -0.0949 2.0695 0.12 0.08 0.11 0.02
C 1.5865 0.7926 1.3093 -0.37 0.61 -0.34 0.27
O 0.3933 0.7978 1.6691 -0.44 -0.24 -0.04 -0.70
N 2.1709 1.5300 0.3909 1.81 -0.23 0.46 -0.43
N 1.5501 2.1327 -0.5889 -1.41 0.38 -0.57 -0.31
C 1.8957 3.3296 -0.9112 0.72 -0.55 1.05 -0.69
C 1.3024 4.0628 -1.9899 -0.42 0.79 -0.70 1.07
C 1.5853 5.4424 -2.1040 0.04 -0.37 0.17 -0.72
C 0.9601 6.1917 -3.0705 -0.12 0.05 -0.20 -0.25
C 0.0657 5.5632 -3.9290 0.09 0.08 0.00 -0.57
C -0.1228 4.1958 -3.7685 -0.21 0.35 -0.42 -0.07
N 0.4720 3.4658 -2.8531 0.18 -0.41 0.40 -0.31
H 5.2843 1.5147 2.3775 -0.20 -0.13 0.05 0.28
H 5.6216 -0.3393 3.4789 0.02 0.00 0.00 0.20
H 4.7415 -2.5440 4.1410 0.02 -0.05 0.04 0.34
H 2.4251 -3.1805 3.5014 -0.03 -0.06 -0.01 0.39
H 1.0483 -1.5836 2.2010 -0.11 0.02 -0.02 0.36
H 2.6361 3.8788 -0.3114 -0.07 -0.21 -0.02 0.20
H 2.2690 5.9023 -1.4051 0.04 0.01 0.09 0.26
H 1.1506 7.2582 -3.1545 -0.01 -0.08 0.03 0.37
H -0.4591 6.1224 -4.6927 -0.06 -0.07 -0.02 0.34
H -0.7987 3.6590 -4.4281 -0.05 -0.01 -0.02 0.39
N -2.0122 -5.2152 2.9664 0.12 -0.19 -0.01 -0.64
C -2.2579 -4.0463 2.2246 0.01 0.20 -0.07 1.32
C -3.2098 -4.0561 1.2060 0.02 0.08 0.08 -0.75
C -3.4780 -2.8972 0.5054 -0.14 -0.15 0.07 -0.32
C -2.7950 -1.7338 0.7977 -0.18 0.49 -0.07 -0.34
C -1.8065 -1.7188 1.7615 -0.17 0.05 -0.07 -0.51
C -1.5423 -2.8787 2.4752 -0.03 -0.22 0.03 -0.92
S -3.3176 -0.2092 -0.0068 -0.79 -0.39 -0.23 1.67
O -4.6434 -0.4759 -0.5408 0.23 -0.34 -0.07 -0.83
O -3.2980 0.7998 1.0275 -0.28 -0.48 0.53 -0.91
N -2.3048 0.2557 -1.1434 -0.63 0.47 1.23 -0.34
C -1.8843 -0.6128 -2.0272 0.25 -1.05 -0.92 0.07
N -2.1410 -1.9388 -1.8632 -0.09 0.09 -0.22 -0.26
C -1.6862 -2.7627 -2.7747 0.15 -0.26 -0.29 0.00
C -0.9602 -2.3590 -3.8853 0.02 -0.04 -0.04 -0.94
C -0.7677 -0.9818 -3.9769 0.07 -0.23 -0.24 0.04
N -1.2128 -0.1269 -3.0974 0.03 0.55 0.06 -0.54
H -2.8025 -5.8459 2.9775 0.14 0.11 0.16 0.22
H -1.6476 -5.0296 3.8900 -0.13 -0.10 -0.06 0.23
H -3.7493 -4.9684 0.9825 -0.05 -0.08 0.00 0.24
H -4.2227 -2.8671 -0.2736 -0.08 -0.04 -0.06 0.43
H -1.2668 -0.8032 1.9495 0.20 0.18 0.11 0.75
H -0.7872 -2.8816 3.2506 0.09 0.04 0.08 0.23
H -1.9273 -3.8132 -2.6167 0.05 -0.07 -0.02 0.38
H -0.5909 -3.0527 -4.6296 -0.01 0.03 0.05 0.34
H -0.2421 -0.5404 -4.8216 0.07 -0.09 -0.05 0.36
F -1.8418 4.5460 0.5141 -0.17 2.28 0.31 -0.95
```
Positions in Å, forces in eV/Å.

Summary:
Net charge ... -2
Energy relative to the best compared isomer or geometry (same formula, charge and spin) ... 21.9 kcal/mol
Gap between HOMO and LUMO ... 6.11 eV
E_HOMO ... -0.0612 Eh
LUMO energy ... 0.163 Ha

---

Entry 2:
The following is a quantum chemistry calculation of a cluster of 3 separate species, C15H38BINP in total at a distorted geometry, from OMol25.

```
57
Properties=species:S:1:pos:R:3:forces:R:3:mulliken_charge:R:1
N 0.2689 1.2200 6.5051 1.14 0.05 -0.92 -0.77
P 1.6224 1.6627 5.7421 -1.94 -1.04 1.77 0.32
B 1.2676 2.8569 4.2705 0.78 1.28 -0.93 0.23
C 2.3140 3.7802 3.4936 0.30 -0.90 0.10 -0.86
C 3.8141 3.3834 3.5962 0.34 1.01 -0.05 -0.27
C 4.4134 3.5366 5.0308 -0.96 -0.34 -0.57 -0.99
I 6.0054 4.9911 5.1513 -0.33 -0.49 0.03 0.01
H 0.2047 0.2086 6.4413 -0.30 -0.02 0.23 0.21
H 2.4628 2.3004 6.7122 0.27 -0.08 -0.78 0.07
H 2.3628 0.5477 5.2378 0.32 0.63 -0.02 0.05
H 0.1317 2.9339 3.9275 -0.04 -0.19 0.24 -0.05
H 2.1890 4.8481 3.7447 -0.12 -0.28 0.11 0.40
H 2.0389 3.7132 2.4252 -0.06 0.17 0.29 0.34
H 4.3888 4.0716 2.9594 -0.24 -0.33 -0.08 0.55
H 3.9581 2.3846 3.1666 0.07 0.07 0.35 0.11
H 4.7357 2.5648 5.4158 0.30 0.43 0.10 0.43
H 3.6112 3.9148 5.6716 0.48 0.05 0.10 0.33
C -1.5190 -2.7890 0.2215 0.06 -0.07 0.11 -1.12
C -1.4591 -1.8329 1.4075 -0.10 0.02 -0.10 -0.43
C -1.3400 -0.3657 0.9973 0.03 0.06 0.12 -0.72
C -0.0725 -0.0063 0.2188 -0.05 -0.08 -0.07 -0.26
C 1.2388 -0.3277 0.9335 -0.01 0.13 -0.10 -0.89
C 1.4156 0.4366 2.2398 0.12 -0.15 0.17 -0.86
H -0.6047 -2.7518 -0.3739 -0.03 0.00 -0.03 0.26
H -1.6445 -3.8160 0.5690 0.00 0.00 -0.07 0.42
H -2.3631 -2.5482 -0.4287 0.03 0.01 -0.03 0.23
H -0.6319 -2.1146 2.0655 0.00 0.03 0.01 0.25
H -2.3722 -1.9518 1.9969 0.05 0.02 0.04 0.39
H -1.4052 0.2558 1.8957 0.00 0.02 -0.03 0.32
H -2.2070 -0.0974 0.3852 -0.01 -0.02 0.01 0.36
H -0.0999 1.0645 -0.0096 0.02 -0.01 0.00 0.40
H -0.0805 -0.5177 -0.7484 -0.01 0.01 0.01 0.04
H 2.0669 -0.0746 0.2654 -0.01 -0.05 0.01 0.39
H 1.3176 -1.4012 1.1237 -0.03 0.01 0.00 0.33
H 1.3796 1.5155 2.0650 -0.06 -0.01 -0.04 0.10
H 2.3834 0.1998 2.6894 -0.01 0.03 0.01 0.40
H 0.6414 0.1779 2.9667 -0.01 0.04 -0.01 0.30
C -3.1174 -0.3762 -3.1886 0.14 -0.03 0.10 -0.84
C -1.8870 -0.3015 -4.0859 -0.09 0.10 -0.03 -0.21
C -2.1925 -0.5745 -5.5579 0.10 -0.02 -0.05 -0.84
C -2.7392 -1.9717 -5.8574 -0.08 0.00 0.07 -0.69
C -1.8437 -3.1271 -5.4118 -0.01 -0.01 -0.13 -0.22
C -0.4856 -3.1434 -6.1044 0.02 -0.07 0.12 -1.20
H -3.5568 -1.3753 -3.1896 -0.03 0.03 0.00 0.28
H -2.8469 -0.1348 -2.1583 -0.08 -0.01 0.00 0.06
H -3.8793 0.3360 -3.5123 -0.02 -0.04 -0.01 0.33
H -1.1231 -0.9939 -3.7197 0.00 0.00 -0.03 0.13
H -1.4559 0.7005 -4.0035 0.04 -0.04 0.00 0.40
H -1.2838 -0.4053 -6.1432 -0.02 -0.01 -0.01 0.32
H -2.9185 0.1640 -5.9130 0.01 0.01 0.02 0.37
H -2.9111 -2.0511 -6.9357 0.01 -0.02 0.01 0.39
H -3.7215 -2.0867 -5.3895 0.01 0.02 -0.01 0.30
H -2.3590 -4.0663 -5.6319 -0.01 0.01 0.05 0.35
H -1.7028 -3.1036 -4.3273 -0.03 0.02 0.00 0.14
H -0.6023 -3.2068 -7.1885 0.02 0.04 0.01 0.29
H 0.0969 -4.0073 -5.7790 0.03 0.03 -0.05 0.38
H 0.0964 -2.2493 -5.8744 0.00 0.00 -0.03 0.28
```
Positions in Å, forces in eV/Å.

Summary:
Gap between HOMO and LUMO ... 7.49 eV
SMILES string ... N=[PH2]BCCCI.CCCCCC.CCCCCC
E_HOMO ... -0.3009 Eh
LUMO energy ... -0.026 Ha